Arrangement A

Formula: C6H16
Source: OMol25
Level of theory: the ωB97M-V functional and the def2-TZVPD basis

The geometry in XYZ format:
```
22
Properties=species:S:1:pos:R:3:lowdin_charge:R:1
C 0.375 1.281 0.967 -0.0946
C -0.934 0.849 0.316 -0.5010
C -2.084 1.420 1.066 -0.1263
C -1.097 1.290 -1.186 -0.0697
H 0.361 2.295 1.309 0.0691
H 1.241 1.298 0.313 0.0744
H 0.527 0.664 1.782 0.0499
H -0.900 -0.313 0.331 0.1331
H -2.147 2.540 0.907 0.0979
H -3.044 1.023 0.705 0.0770
H -1.958 1.279 2.180 0.0943
H -1.252 2.351 -1.341 0.0725
H -0.232 0.929 -1.733 0.0687
H -2.024 0.833 -1.389 0.0505
C 2.387 -2.188 -0.510 -0.1535
C 0.876 -2.283 -0.565 -0.1472
H 2.776 -1.775 0.367 0.0405
H 2.720 -3.270 -0.578 0.0869
H 2.897 -1.601 -1.204 0.0412
H 0.491 -2.839 0.254 0.0668
H 0.618 -1.276 -0.487 -0.0023
H 0.402 -2.507 -1.503 0.0719
```

Computed properties:
LUMO energy: 1.078 eV
HOMO-LUMO gap: 11.9425 eV

Arrangement B

Formula: C6H16
Source: OMol25
Level of theory: the ωB97M-V functional and the def2-TZVPD basis

The geometry in XYZ format:
```
22
Properties=species:S:1:pos:R:3:lowdin_charge:R:1
C -2.302 0.531 2.039 -0.1058
C -1.210 0.049 1.047 -0.4746
C -1.886 0.261 -0.341 -0.0873
C 0.119 0.711 1.348 -0.1045
H -2.280 1.607 1.954 0.0679
H -2.105 0.265 3.065 0.0600
H -3.337 0.145 1.829 0.0901
H -0.976 -1.017 1.203 0.1222
H -2.419 -0.661 -0.620 0.0788
H -2.513 1.144 -0.409 0.0660
H -1.098 0.486 -1.105 0.0649
H 0.457 0.292 2.331 0.0877
H 0.800 0.747 0.487 0.0634
H 0.140 1.722 1.824 0.0773
C 2.820 -1.433 -1.660 -0.1565
C 2.166 -0.159 -2.245 -0.1698
H 2.113 -2.032 -1.096 0.0504
H 3.246 -2.097 -2.434 0.0681
H 3.574 -1.118 -0.964 0.0506
H 2.633 -0.087 -3.232 0.0569
H 1.108 -0.143 -2.460 0.0418
H 2.361 0.771 -1.722 0.0524
```

Computed properties:
LUMO energy: 1.089 eV
HOMO-LUMO gap: 12.0174 eV

Of them, arrangement B has the highest stability.

Arrangement A

Formula: C2H3N3O
Source: OMol25
Level of theory: the ωB97M-V functional and the def2-TZVPD basis

The geometry in XYZ format:
```
9
Properties=species:S:1:pos:R:3:lowdin_charge:R:1
C 0.104 1.057 -0.037 -0.2017
C 1.295 -0.615 -0.045 -0.2692
H -2.170 -0.973 0.662 0.3223
H -0.280 2.088 0.049 0.1525
H 2.164 -1.274 -0.102 0.1136
N -0.628 0.066 -0.144 -0.2902
N 1.380 0.706 -0.092 0.0825
N 0.096 -1.086 -0.131 0.1121
O -1.962 0.030 -0.161 -0.0218
```

Computed properties:
LUMO energy: -0.344 eV
HOMO-LUMO gap: 9.9412 eV

Arrangement B

Formula: C2H3N3O
Source: OMol25
Level of theory: the ωB97M-V functional and the def2-TZVPD basis

The geometry in XYZ format:
```
9
Properties=species:S:1:pos:R:3:lowdin_charge:R:1
N -1.421 0.084 0.224 0.1683
C -0.357 -0.546 -0.310 -0.5804
C 1.036 -0.147 -0.241 -0.0698
N 1.578 0.835 0.414 -0.0952
N 2.030 1.710 0.991 0.2141
O -0.463 -1.599 -0.941 0.0010
H -2.305 -0.363 0.037 0.1124
H -1.394 0.978 0.679 0.1006
H 1.320 -1.065 -0.826 0.1490
```

Computed properties:
LUMO energy: 0.230 eV
HOMO-LUMO gap: 9.2448 eV

Arrangement C

Formula: C2H3N3O
Source: OMol25
Level of theory: the ωB97M-V functional and the def2-TZVPD basis

The geometry in XYZ format:
```
9
Properties=species:S:1:pos:R:3:lowdin_charge:R:1
N 1.868 0.260 -0.019 0.0858
C 0.927 0.716 0.781 -0.1841
N -0.228 1.021 0.282 0.0520
C -1.283 0.311 0.129 -0.1963
N -1.183 -1.067 0.475 -0.0467
O -2.064 -1.755 0.010 -0.0262
H 1.698 0.035 -0.996 0.1114
H 2.769 0.020 0.358 0.0910
H -2.215 0.707 -0.265 0.1130
```

Computed properties:
LUMO energy (spin up / spin down): -0.819 / -0.820 eV
HOMO-LUMO gap (spin up / spin down): 8.0972 / 8.0976 eV

Of them, arrangement B has the highest stability.

Arrangement A

Formula: C2H3N3O
Source: OMol25
Level of theory: the ωB97M-V functional and the def2-TZVPD basis

The geometry in XYZ format:
```
9
Properties=species:S:1:pos:R:3:lowdin_charge:R:1
C 0.676 0.018 -0.099 -0.4969
C -0.185 1.110 0.007 -0.0360
H 2.530 -0.692 1.134 0.2482
H 2.542 1.165 -0.184 0.2094
H -0.209 2.154 0.183 0.1049
N 2.074 -0.069 -0.085 -0.0481
N -1.362 -0.803 0.042 0.0225
N -0.119 -1.158 -0.075 0.0678
O -1.495 0.603 0.031 -0.0719
```

Computed properties:
LUMO energy: -0.187 eV
HOMO-LUMO gap: 9.0379 eV

Arrangement B

Formula: C2H3N3O
Source: OMol25
Level of theory: the ωB97M-V functional and the def2-TZVPD basis

The geometry in XYZ format:
```
9
Properties=species:S:1:pos:R:3:lowdin_charge:R:1
O -1.596 0.998 1.293 0.0801
C -0.667 0.165 0.897 -0.2444
N -0.649 -0.790 0.102 -0.0756
N 0.131 -1.141 -0.840 -0.0009
C 1.656 0.463 -0.506 -0.0921
N 1.130 1.200 0.237 0.0731
H -2.251 1.146 0.590 0.1299
H 0.114 -2.163 -0.903 0.0646
H 2.359 0.033 -1.187 0.0653
```

Computed properties:
LUMO energy: 0.249 eV
HOMO-LUMO gap: 9.0140 eV

Arrangement C

Formula: C2H3N3O
Source: OMol25
Level of theory: the ωB97M-V functional and the def2-TZVPD basis

The geometry in XYZ format:
```
9
Properties=species:S:1:pos:R:3:lowdin_charge:R:1
C -1.204 0.435 -0.028 -0.1219
C -1.034 -0.903 0.023 -0.1079
N 0.022 1.038 -0.041 0.0868
N 2.132 0.068 0.019 0.0630
N 0.892 0.111 0.004 -0.3548
O 0.301 -1.162 0.046 0.0440
H -2.106 1.005 -0.058 0.1005
H -1.692 -1.743 0.049 0.1114
H 2.688 1.150 -0.014 0.1789
```

Computed properties:
LUMO energy: 1.045 eV
HOMO-LUMO gap: 9.1688 eV

Arrangement D

Formula: C2H3N3O
Source: OMol25
Level of theory: the ωB97M-V functional and the def2-TZVPD basis

The geometry in XYZ format:
```
9
Properties=species:S:1:pos:R:3:lowdin_charge:R:1
C -0.509 0.441 1.209 -0.3092
C 0.713 -0.430 -1.396 -0.0637
N -0.553 -0.760 1.612 -0.0443
N -0.304 -0.736 -0.733 0.0921
N -0.539 1.643 1.293 0.1558
O -0.093 -1.726 0.889 -0.0916
H -1.042 2.172 0.586 0.0792
H 1.521 -1.153 -1.574 0.0910
H 0.806 0.550 -1.886 0.0906
```

Computed properties:
LUMO energy (spin up / spin down): -0.919 / -1.163 eV
HOMO-LUMO gap (spin up / spin down): 7.8025 / 7.3897 eV

Of them, arrangement B has the highest stability.